Here is a molecular structure, C53H48MnN5P2S from OMol25. Energies are from ωB97M-V with the def2-TZVPD basis set.

```
110
Properties=species:S:1:pos:R:3:mulliken_spin:R:1
Mn -0.092 -0.047 0.035 4.59
C -3.398 -1.191 -0.320 0.02
C -2.814 -1.110 -1.730 0.04
C -1.706 -2.103 -1.936 0.01
C -1.887 -3.225 -2.736 0.00
C -0.852 -4.132 -2.882 0.00
C 0.342 -3.900 -2.218 0.01
C 0.442 -2.768 -1.434 0.07
N -0.552 -1.888 -1.290 -0.03
N -2.617 -0.423 0.664 -0.05
C -2.693 -1.070 1.983 0.03
C -1.730 -2.221 2.113 0.03
C -2.089 -3.432 2.682 0.00
C -1.111 -4.403 2.849 0.00
C 0.186 -4.123 2.450 0.00
C 0.447 -2.885 1.884 0.02
N -0.491 -1.959 1.706 0.02
C -3.137 0.943 0.747 -0.01
C -2.232 1.841 1.546 0.03
C -2.745 2.751 2.455 0.01
C -1.869 3.563 3.158 0.00
C -0.508 3.431 2.934 0.00
C -0.078 2.493 2.010 0.04
N -0.921 1.720 1.322 0.00
H -3.425 -2.233 0.003 0.00
H -4.436 -0.836 -0.331 0.00
H -2.417 -0.101 -1.889 -0.03
H -3.600 -1.277 -2.466 0.00
H -2.835 -3.379 -3.236 0.00
H -0.974 -5.007 -3.508 0.00
H 1.181 -4.576 -2.308 0.00
H 1.355 -2.541 -0.895 -0.02
H -3.718 -1.397 2.199 0.00
H -2.426 -0.333 2.744 -0.01
H -3.111 -3.607 2.994 0.00
H -1.359 -5.361 3.287 0.00
H 0.983 -4.843 2.575 0.00
H 1.448 -2.608 1.570 -0.01
H -4.143 0.958 1.188 0.00
H -3.226 1.343 -0.268 0.00
H -3.814 2.809 2.614 0.00
H -2.243 4.279 3.879 0.00
H 0.215 4.032 3.467 0.00
H 0.973 2.348 1.804 -0.02
S 4.363 0.524 1.235 0.01
C 3.518 0.323 2.705 -0.01
C 2.189 0.092 2.499 -0.03
C 1.790 0.073 1.123 0.36
C 2.890 0.293 0.340 -0.25
C 2.866 0.234 -1.124 0.14
C 4.005 0.349 -1.927 0.00
C 3.899 0.172 -3.291 0.00
C 2.659 -0.139 -3.842 0.01
C 1.584 -0.214 -2.982 0.06
N 1.663 -0.003 -1.669 -0.12
H 4.050 0.387 3.643 0.00
H 1.503 -0.057 3.327 0.00
H 4.963 0.559 -1.469 0.00
H 4.775 0.254 -3.922 0.00
H 2.532 -0.318 -4.901 0.00
H 0.600 -0.478 -3.357 0.00
C -0.947 2.106 -3.859 0.01
P -0.856 2.333 -2.036 0.11
C 0.650 3.318 -1.723 -0.05
C 0.822 4.002 -0.517 -0.01
C 2.037 4.589 -0.192 0.00
C 3.114 4.486 -1.059 0.00
C 2.967 3.788 -2.249 0.00
C 1.750 3.206 -2.575 0.01
C -2.322 3.420 -1.804 0.00
C -2.317 4.713 -1.289 0.00
C -3.510 5.393 -1.064 0.00
C -4.727 4.795 -1.349 0.00
C -4.747 3.512 -1.882 0.00
C -3.558 2.837 -2.104 0.02
P -0.454 3.469 -5.012 0.00
C -0.976 2.717 -6.610 0.00
C -1.020 3.572 -7.716 0.00
C -1.352 3.097 -8.973 0.00
C -1.638 1.748 -9.157 0.00
C -1.580 0.886 -8.076 0.00
C -1.250 1.367 -6.811 0.00
C -1.765 4.717 -4.742 0.00
C -1.356 5.976 -4.310 0.00
C -2.277 7.006 -4.154 0.00
C -3.616 6.780 -4.431 0.00
C -4.036 5.524 -4.858 0.00
C -3.115 4.501 -5.014 0.00
H -1.965 1.772 -4.074 0.00
H -0.289 1.277 -4.113 0.00
H 0.011 4.064 0.194 0.00
H 2.143 5.121 0.746 0.00
H 4.064 4.941 -0.806 0.00
H 3.801 3.694 -2.932 0.00
H 1.670 2.667 -3.507 0.00
H -1.388 5.227 -1.101 0.00
H -3.481 6.404 -0.677 0.00
H -5.652 5.330 -1.178 0.00
H -5.689 3.040 -2.132 0.00
H -3.599 1.833 -2.516 0.00
H -0.796 4.626 -7.587 0.00
H -1.385 3.778 -9.814 0.00
H -1.897 1.375 -10.139 0.00
H -1.791 -0.168 -8.211 0.00
H -1.211 0.665 -5.989 0.00
H -0.305 6.152 -4.107 0.00
H -1.946 7.983 -3.827 0.00
H -4.335 7.582 -4.323 0.00
H -5.081 5.347 -5.077 0.00
H -3.447 3.530 -5.370 0.00
```

Computed properties:
Expectation value of S²: 8.75
Total charge: +1
Orbital gap (alpha / beta) (Ha): 0.2865 / 0.2915
Multiplicity: 6
ΔE to the lowest compared entry with this formula, charge and spin (kJ/mol): 34.2

***

Here is a molecular structure, C53H49FMgN4O5P2S from OMol25. Energies are from ωB97M-V with the def2-TZVPD basis set.

```
116
Properties=species:S:1:pos:R:3:mulliken_charge:R:1
Mg -1.917 0.489 -2.942 0.85
C 0.270 -2.682 -8.471 -1.39
C 1.307 -2.984 -7.409 0.45
C 1.266 -4.440 -7.113 -1.14
C 2.258 -4.890 -6.024 -1.07
C 2.091 -4.056 -4.787 1.15
C 2.315 -4.634 -3.565 -0.80
C 2.107 -3.917 -2.438 -0.37
F 2.574 -4.407 -1.253 -0.25
C 1.466 -2.663 -2.481 -1.07
C 1.138 -2.042 -3.691 0.31
C 0.417 -0.797 -3.803 1.51
O -0.136 -0.323 -2.773 -1.08
C 0.284 -0.256 -5.112 -0.04
C 0.837 -0.887 -6.223 -0.75
N 1.261 -2.199 -6.178 0.10
C 1.549 -2.744 -4.903 -0.54
C -0.587 1.021 -5.433 0.47
O -0.435 1.432 -6.585 -0.72
O -1.390 1.443 -4.542 -0.79
H 0.532 -3.138 -9.462 0.40
H 0.286 -1.561 -8.673 0.39
H -0.758 -3.027 -8.257 0.35
H 2.286 -2.716 -7.809 0.18
H 1.433 -4.960 -8.058 0.42
H 0.218 -4.740 -6.875 0.36
H 3.274 -4.894 -6.414 0.35
H 2.109 -5.931 -5.810 0.45
H 2.689 -5.627 -3.484 0.51
H 1.279 -2.086 -1.591 1.16
H 0.840 -0.331 -7.165 0.65
C -0.784 3.791 8.087 -0.90
S -1.796 3.452 6.646 -0.10
C -0.903 4.498 5.409 -1.07
C -0.592 3.854 4.063 0.11
C -1.706 3.101 3.354 -0.84
N -1.216 2.399 2.197 0.28
P -1.536 2.783 0.711 -0.07
C -0.973 4.423 0.315 0.66
C 0.274 4.647 -0.311 -0.64
C 0.616 5.943 -0.678 -0.43
C -0.192 7.012 -0.363 -0.50
C -1.368 6.795 0.332 -0.85
C -1.825 5.515 0.610 -0.07
C -3.279 2.874 0.359 0.23
C -4.261 2.277 1.120 -0.43
C -5.559 2.231 0.651 -0.63
C -5.948 2.927 -0.493 -0.52
C -4.981 3.644 -1.177 -0.75
C -3.680 3.528 -0.820 -0.53
P 1.182 -0.498 2.282 0.30
C 1.111 -0.024 4.027 0.37
C -0.101 0.337 4.647 -0.20
C -0.108 0.687 5.967 -0.44
C 1.061 0.789 6.670 -0.48
C 2.268 0.540 6.049 -0.72
C 2.314 0.135 4.770 -0.36
C 2.588 0.450 1.553 0.60
C 2.678 1.865 1.819 -0.21
C 3.847 2.554 1.497 -0.55
C 4.876 1.924 0.818 -0.48
C 4.774 0.535 0.647 -0.54
C 3.614 -0.178 0.858 -0.56
H -1.204 3.023 8.807 0.31
H -1.081 4.726 8.528 0.34
H 0.290 3.681 7.855 0.26
H -0.022 4.962 5.914 0.52
H -1.545 5.362 5.198 0.41
H 0.280 3.184 4.248 -0.28
H -0.246 4.668 3.406 0.25
H -2.538 3.825 3.050 0.32
H -2.217 2.426 4.024 0.37
H 0.917 3.783 -0.533 0.40
H 1.578 6.124 -1.145 0.36
H 0.135 8.046 -0.516 0.33
H -2.010 7.623 0.564 0.39
H -2.819 5.309 0.999 0.33
H -3.960 1.817 2.026 0.38
H -6.292 1.585 1.172 0.44
H -6.956 2.897 -0.901 0.40
H -5.227 4.159 -2.081 0.36
H -2.910 3.984 -1.452 0.46
H -1.055 0.341 4.097 0.08
H -1.088 0.913 6.398 0.55
H 1.065 1.127 7.713 0.44
H 3.194 0.573 6.652 0.33
H 3.248 -0.069 4.299 0.43
H 1.820 2.428 2.252 0.24
H 3.938 3.637 1.748 0.35
H 5.694 2.476 0.395 0.42
H 5.697 0.022 0.280 0.31
H 3.549 -1.180 0.428 0.36
N 3.568 -9.962 2.443 -0.52
C 3.397 -8.800 2.377 -0.02
C 3.106 -7.443 2.318 0.66
C 1.845 -7.023 1.800 -0.84
C 1.572 -5.662 1.721 -0.27
C 2.505 -4.705 2.214 0.59
C 3.771 -5.162 2.735 -0.58
C 3.990 -6.510 2.855 -0.60
C 2.173 -3.309 2.178 0.21
C 1.954 -2.108 2.380 -0.79
H 1.174 -7.805 1.495 0.44
H 0.738 -5.146 1.232 0.44
H 4.496 -4.503 3.188 0.49
H 4.902 -6.948 3.335 0.36
N -5.338 -2.274 -1.411 -0.26
C -5.631 -0.843 -1.832 -0.55
C -4.219 -0.362 -2.246 1.59
O -3.940 0.878 -2.421 -0.59
O -3.333 -1.274 -2.534 -0.88
H -6.178 -2.832 -1.536 0.36
H -5.078 -2.241 -0.402 0.37
H -4.543 -2.589 -1.943 0.31
H -6.061 -0.275 -1.003 0.23
H -6.371 -0.816 -2.657 0.26
```

Computed properties:
Total charge: 0
Orbital gap (Ha): 0.1445
ΔE to the lowest compared entry with this formula, charge and spin (kJ/mol): 0.0

***

Here is a molecular structure, C53H50AsIrNOP2S from OMol25. Energies are from ωB97M-V with the def2-TZVPD basis set.

```
110
Properties=species:S:1:pos:R:3:mulliken_charge:R:1
Ir -0.144 0.374 0.077 3.96
S -1.102 2.518 -1.585 -0.12
C -1.318 3.831 -0.453 0.86
C -2.333 4.768 -0.639 -0.82
C -2.462 5.830 0.241 -0.73
C -1.583 5.969 1.307 -0.82
C -0.583 5.027 1.505 -0.53
C -0.439 3.963 0.627 -0.39
As 0.791 2.497 0.866 -0.26
C 1.857 3.163 2.349 0.04
C 3.099 3.748 2.137 -0.36
C 3.762 4.366 3.187 -0.77
C 3.193 4.391 4.452 -0.58
C 1.969 3.775 4.676 -0.86
C 1.304 3.160 3.628 -0.05
C 2.084 2.660 -0.579 0.55
C 2.940 1.574 -0.756 -0.13
C 3.859 1.565 -1.794 -0.84
C 3.914 2.642 -2.670 -0.64
C 3.062 3.723 -2.500 -0.78
C 2.150 3.735 -1.455 -0.58
H -3.025 4.639 -1.461 0.54
H -3.254 6.554 0.103 0.40
H -1.683 6.795 1.996 0.42
H 0.075 5.117 2.360 0.44
H 3.545 3.725 1.150 0.45
H 4.722 4.834 3.012 0.43
H 3.702 4.896 5.262 0.40
H 1.533 3.782 5.666 0.46
H 0.343 2.681 3.795 0.39
H 2.890 0.736 -0.065 0.59
H 4.522 0.720 -1.921 0.51
H 4.632 2.643 -3.480 0.40
H 3.103 4.559 -3.186 0.42
H 1.483 4.579 -1.321 0.46
C 0.220 -2.729 -1.790 -2.17
N -1.079 -3.160 -1.831 1.33
C -2.186 -2.259 -1.582 -1.78
P -1.801 -0.449 -1.393 -0.51
C -1.224 -0.034 -3.091 1.03
C -2.026 0.021 -4.225 -1.11
C -1.482 0.391 -5.447 -0.86
C -0.137 0.704 -5.560 -0.93
C 0.677 0.653 -4.437 -0.97
C 0.132 0.294 -3.218 0.24
C -3.489 0.167 -1.120 1.36
C -4.588 -0.131 -1.921 -0.30
C -5.842 0.362 -1.594 -0.94
C -6.018 1.147 -0.464 -0.62
C -4.930 1.441 0.345 -0.75
C -3.677 0.953 0.018 -0.40
C -1.407 -4.489 -2.163 0.35
C -2.514 -5.125 -1.600 -0.11
C -2.897 -6.382 -2.034 -0.92
C -2.187 -7.031 -3.032 -0.51
C -1.072 -6.414 -3.581 -0.84
C -0.680 -5.161 -3.150 -0.29
P 0.932 -1.881 0.180 2.66
C 0.091 -3.305 0.940 1.37
C 0.573 -4.606 0.969 -0.99
C -0.171 -5.601 1.588 -0.93
C -1.402 -5.307 2.156 -0.79
C -1.905 -4.014 2.094 -0.66
C -1.157 -3.016 1.492 -0.49
C 2.646 -2.352 -0.213 0.26
C 3.197 -1.978 -1.438 -0.24
C 4.537 -2.208 -1.703 -0.74
C 5.347 -2.805 -0.747 -0.90
C 4.805 -3.176 0.475 -1.01
C 3.465 -2.952 0.740 -0.43
H 0.409 -1.829 -2.366 -0.02
H 0.924 -3.530 -1.986 1.16
H -2.691 -2.534 -0.649 0.47
H -2.919 -2.364 -2.389 1.05
H -3.083 -0.198 -4.169 0.16
H -2.120 0.453 -6.318 0.45
H 0.280 0.992 -6.515 0.41
H 1.724 0.918 -4.496 0.54
H 0.760 0.307 -2.332 0.40
H -4.488 -0.749 -2.804 0.19
H -6.685 0.132 -2.230 0.43
H -7.003 1.516 -0.214 0.40
H -5.056 2.048 1.231 0.48
H -2.827 1.177 0.655 0.05
H -3.069 -4.651 -0.801 0.34
H -3.761 -6.858 -1.591 0.42
H -2.502 -8.002 -3.386 0.42
H -0.514 -6.902 -4.369 0.41
H 0.168 -4.676 -3.615 0.46
H 1.522 -4.849 0.509 0.55
H 0.218 -6.609 1.637 0.42
H -1.973 -6.090 2.636 0.44
H -2.870 -3.785 2.527 0.44
H -1.525 -1.994 1.453 0.17
H 2.579 -1.507 -2.192 0.29
H 4.953 -1.922 -2.660 0.54
H 6.392 -2.989 -0.954 0.42
H 5.425 -3.653 1.222 0.48
H 3.045 -3.257 1.688 0.14
C 1.328 -2.328 3.724 -1.33
C 1.357 -0.963 3.056 0.62
C 2.632 -0.201 3.390 -1.27
O 1.246 -0.967 1.615 -1.31
H 1.352 -2.186 4.804 0.52
H 2.196 -2.923 3.446 0.20
H 0.425 -2.880 3.478 0.28
H 0.493 -0.388 3.408 0.33
H 3.504 -0.783 3.087 0.34
H 2.690 0.001 4.459 0.46
H 2.638 0.747 2.854 0.19
```

Computed properties:
Total charge: +1
Orbital gap (alpha / beta) (Ha): 0.1839 / 0.1832
ΔE to the lowest compared entry with this formula, charge and spin (kJ/mol): 491.0

***

Here is a molecular structure, C53H50EuO4P3S3 from OMol25. Energies are from ωB97M-V with the def2-TZVPD basis set.

```
114
Properties=species:S:1:pos:R:3:mulliken_spin:R:1
Eu 12.757 12.224 13.290 7.00
O 12.210 13.897 14.848 0.00
S 11.487 13.304 16.060 -0.02
C 12.668 14.116 17.130 0.01
C 12.936 15.491 16.905 0.01
C 13.715 16.194 17.831 0.00
C 14.289 15.615 18.956 0.01
C 14.905 16.134 20.231 0.00
C 15.144 14.863 21.080 0.00
C 14.608 13.740 20.282 0.00
C 14.534 12.335 20.519 0.00
C 13.916 11.497 19.590 0.00
C 13.353 12.062 18.390 0.00
P 12.520 10.962 17.215 0.02
C 13.556 9.538 17.126 0.00
C 13.149 8.168 17.086 0.00
C 14.088 7.200 16.812 0.00
C 15.448 7.482 16.619 0.00
C 15.857 8.800 16.728 0.00
C 14.964 9.803 17.062 0.00
C 10.975 10.410 18.032 0.00
C 11.081 9.664 19.198 0.00
C 9.950 9.407 19.973 0.00
C 8.678 9.742 19.529 0.00
C 8.572 10.498 18.351 0.00
C 9.736 10.840 17.567 0.00
C 13.339 13.470 18.158 0.00
C 14.131 14.223 19.061 -0.02
C 9.954 14.275 16.293 0.00
C 9.638 14.624 17.580 0.00
C 8.654 15.596 17.923 0.00
C 8.075 16.339 16.931 0.00
C 7.128 17.511 16.941 0.00
C 6.909 17.861 15.413 0.00
C 7.723 16.836 14.676 0.00
C 8.058 16.679 13.348 0.00
C 8.682 15.513 12.910 0.01
C 9.313 14.547 13.801 -0.02
P 9.902 12.952 13.249 0.00
C 8.337 12.058 13.067 -0.01
C 7.402 12.589 12.171 0.00
C 6.148 11.969 11.912 0.00
C 5.917 10.806 12.591 0.00
C 6.822 10.270 13.538 0.00
C 7.981 10.956 13.872 0.00
C 10.482 13.307 11.588 0.00
C 11.322 14.415 11.355 0.01
C 11.731 14.666 10.069 0.00
C 11.327 13.873 9.009 0.00
C 10.382 12.883 9.259 0.00
C 10.066 12.528 10.536 0.03
C 9.310 14.959 15.178 0.01
C 8.400 15.963 15.589 -0.01
H 12.572 16.048 16.024 0.00
H 13.744 17.290 17.705 0.00
H 14.159 16.785 20.777 0.00
H 15.761 16.784 20.069 0.00
H 14.575 14.909 22.023 0.00
H 16.231 14.742 21.328 0.00
H 14.985 11.972 21.430 0.00
H 13.800 10.447 19.718 0.00
H 12.090 8.051 16.998 0.00
H 13.693 6.164 16.653 0.00
H 16.084 6.649 16.313 0.00
H 16.891 9.161 16.407 0.00
H 15.329 10.747 17.449 0.00
H 12.028 9.307 19.593 0.00
H 10.061 8.826 20.900 0.00
H 7.782 9.430 20.127 0.00
H 7.598 10.822 17.963 0.00
H 9.599 11.277 16.580 0.00
H 10.135 14.073 18.372 0.00
H 8.433 15.803 19.021 0.00
H 7.509 18.350 17.494 0.00
H 6.169 17.175 17.386 0.00
H 7.309 18.855 15.209 0.00
H 5.850 17.803 15.120 0.00
H 7.664 17.377 12.589 0.00
H 8.798 15.320 11.846 0.00
H 7.682 13.555 11.693 0.00
H 5.456 12.361 11.182 0.00
H 5.007 10.249 12.392 0.00
H 6.506 9.360 14.102 0.00
H 8.610 10.554 14.650 0.00
H 11.400 15.123 12.167 0.00
H 12.424 15.464 9.859 0.00
H 11.519 14.105 7.932 0.00
H 10.010 12.281 8.452 0.00
H 9.381 11.666 10.722 0.00
C 12.361 9.362 7.643 0.00
C 12.180 8.956 9.082 0.00
O 12.263 10.104 9.963 0.00
P 13.581 10.258 10.907 0.01
S 13.174 9.430 12.704 -0.01
S 14.174 12.235 10.826 -0.01
O 14.655 9.453 10.029 0.00
C 15.819 8.865 10.754 0.00
C 16.945 9.827 11.125 0.00
H 11.605 8.988 6.957 0.00
H 13.253 8.933 7.201 0.00
H 12.391 10.460 7.546 0.00
H 12.875 8.112 9.393 0.00
H 11.159 8.612 9.116 0.00
H 16.182 8.102 10.025 0.00
H 15.326 8.258 11.578 0.00
H 16.989 10.713 10.430 0.00
H 17.878 9.290 11.261 0.00
H 16.753 10.332 12.062 0.00
C 16.297 12.544 13.923 0.00
O 14.976 12.918 14.267 0.00
H 17.036 13.323 14.180 0.00
H 16.253 12.319 12.865 0.00
H 16.497 11.658 14.520 0.00
H 14.890 13.787 14.688 0.00
```

Computed properties:
Expectation value of S²: 15.76
Total charge: +1
Orbital gap (alpha / beta) (Ha): 0.2531 / 0.2552
Multiplicity: 8

***

| no. | largest force on an atom (eV Å⁻¹) |
| --- | --- |
| 1 | 0.484 |
| 2 | 4.756 |
| 3 | 2.397 |
| 4 | 3.790 |